2 unconnected molecules or ions with the total composition C5H12N2O3 in a non-equilibrium geometry. Source: the Open Molecules 2025 dataset; level of theory: the ωB97M-V functional and the def2-TZVPD basis.

The geometry in XYZ format:
```
22
Properties=species:S:1:pos:R:3:forces:R:3:lowdin_charge:R:1
H 0.661 0.573 2.887 0.96 -0.46 -1.37 0.1003
N 0.416 0.987 1.956 -1.55 0.09 0.14 0.0975
N 0.630 0.511 0.853 0.85 0.91 0.77 -0.0730
O 1.517 -0.542 0.782 -0.31 -0.23 0.65 -0.1225
C 2.077 -0.645 -0.524 -1.30 -2.02 -1.33 -0.3018
C 3.190 0.299 -0.751 -0.58 2.09 -1.00 -0.0885
H 2.415 -1.697 -0.506 0.01 0.47 -0.25 0.1242
H 1.348 -0.595 -1.378 0.00 0.11 1.23 0.1183
H 4.037 -0.198 -0.394 1.83 -0.20 0.43 0.0450
H 3.314 0.577 -1.867 -0.18 -0.32 1.96 0.1151
H 2.980 1.191 -0.094 0.49 -0.54 -1.06 0.0938
C -1.609 0.735 -1.377 -1.87 0.23 -0.26 -0.0798
C -2.339 -0.346 -0.576 0.76 -2.25 1.03 -0.2199
O -2.648 0.199 0.718 -0.65 1.00 -0.33 -0.0612
C -2.286 -0.515 1.765 -0.68 0.14 -0.36 -0.4158
O -1.873 -1.631 1.724 0.59 -0.92 0.47 0.0625
H -1.949 0.573 -2.410 1.01 0.19 -0.07 0.0757
H -2.001 1.726 -1.101 -0.07 -0.26 -0.03 0.0803
H -0.542 0.775 -1.135 -0.40 -0.35 -0.60 0.0364
H -1.547 -1.102 -0.256 -1.20 0.27 -1.29 0.1089
H -3.306 -0.945 -0.959 2.27 1.77 0.40 0.1704
H -2.486 0.069 2.643 0.03 0.27 0.85 0.1340
```
Forces are in eV/Å.

Output
ΔE to the lowest compared entry with this formula, charge and spin, kcal/mol: 117.9
Strongest force on any atom, eV Å⁻¹: 2.9
SMILES: [H]/N=N\OCC.CCOC=O
E, eV: -14498.3918
Gap between HOMO and LUMO, eV: 10.7
Net charge: 0
LUMO energy, eV: 0.79
Highest occupied orbital energy, eV: -9.936